# 1
Density functional theory data (ωB97M-V/def2-TZVPD) for a 2-piece molecular cluster, C4H7NO overall.

Calculated values
ΔE to the lowest compared entry with this formula, charge and spin (kJ/mol): 190.1
HOMO-LUMO gap (alpha / beta) (eV): 8.2 / 8.7
Largest force on an atom (Eh/bohr): 0.087
E_LUMO (alpha / beta) (eV): 1.0 / -0.7
2S+1: 3
⟨S²⟩: 2.02

The geometry in XYZ format:
```
13
Properties=species:S:1:pos:R:3:forces:R:3:mulliken_charge:R:1
C -0.32670 -0.24600 1.91031 0.3 -0.4 -0.4 -0.28
H -0.45866 2.63388 -1.27315 -0.3 1.4 -2.4 0.37
H 0.87647 -1.90733 -1.08586 1.9 -1.4 0.7 0.34
H 0.34590 -1.02804 1.98136 1.6 -1.4 -0.3 0.22
O -1.60680 -0.75334 1.42730 -1.9 0.3 -0.6 -0.42
H 0.33246 -0.46156 -1.72233 -1.1 1.0 -0.5 0.41
C -0.96334 0.12838 0.66467 1.8 3.7 1.1 0.61
H -0.83098 -1.96935 -1.14538 -1.6 0.3 -0.2 0.43
N -1.11708 1.20075 -0.04366 -2.1 -3.0 -0.4 -0.51
C -0.34199 2.20134 -0.36154 2.0 -0.4 4.0 -0.52
H -0.29849 0.32752 2.80113 -0.7 0.9 0.6 0.27
C 0.02088 -1.37963 -1.30218 1.0 -0.2 -0.3 -1.17
H 0.41182 2.62233 0.39675 -0.9 -0.6 -1.2 0.25
```
Positions in Å, forces in eV/Å.

# 2
Density functional theory data (ωB97M-V/def2-TZVPD) for a 12-piece molecular cluster, C75H173N11O12 overall.

Calculated values
HOMO-LUMO gap (alpha / beta) (eV): 6.5 / 2.3
Largest force on an atom (Eh/bohr): 0.119
E_LUMO (alpha / beta) (eV): -2.6 / -6.8
2S+1: 2
Net charge: +1
⟨S²⟩: 0.75

The geometry in XYZ format:
```
271
Properties=species:S:1:pos:R:3:forces:R:3:mulliken_charge:R:1
C -10.94014 3.03611 0.63072 -0.1 0.5 0.4 -1.46
C -13.14397 0.38291 -6.55457 -0.5 1.1 -0.9 2.86
C -12.93277 5.26792 -1.93391 0.8 -1.1 1.4 -1.21
H -10.35791 5.65880 -11.81501 -0.1 0.4 0.2 0.38
H -17.00215 -0.74147 -13.30887 -0.1 0.3 0.0 0.42
H -11.56024 -6.73169 -2.08500 -0.3 0.2 0.0 -0.06
C -12.40365 -2.25511 -0.51724 0.2 1.2 0.0 0.13
C -10.47779 -6.63180 -2.16522 0.0 0.7 0.9 -0.44
C -13.96438 -1.80068 -5.57007 -0.9 -0.9 0.7 2.06
H -15.87830 0.42595 -14.08093 -0.4 0.3 0.0 0.37
C -13.14392 -2.07975 -4.27727 0.7 0.5 0.1 -0.05
H -19.33479 -2.02797 -8.47149 0.2 0.0 0.5 0.44
H -20.47283 -2.23359 -1.06353 -0.3 -0.4 0.1 0.42
H -14.22136 1.26088 -11.91419 1.1 -0.9 -0.1 0.39
H -9.58834 -4.00303 -8.97769 0.5 -0.2 0.5 0.28
C -13.64143 3.38966 -3.28620 0.4 -1.8 -0.6 -0.93
H -14.35804 2.20159 -6.27000 0.3 -0.1 0.6 0.39
H -8.99538 -1.98676 -0.66810 0.1 -0.1 -0.4 0.01
H -20.91932 2.52422 -6.02456 0.4 -0.1 0.3 0.40
H -17.44295 4.99940 -11.50237 0.4 0.5 -0.4 0.52
H -13.83831 4.08970 -10.86930 -0.3 -1.1 0.4 0.31
H -9.36744 1.71361 -1.52661 -0.2 -0.3 0.9 -1.13
H -13.00347 -4.39708 -10.98163 -0.2 0.6 -0.9 0.59
H -7.91229 6.57916 -6.50612 0.5 -0.6 0.2 0.37
H -14.29752 2.42568 0.91189 -0.2 -0.4 0.2 0.33
N -10.57538 -4.09707 -8.78530 0.5 0.8 0.3 -0.50
C -10.33971 3.22378 -10.10264 0.7 0.5 0.4 -1.33
H -13.34167 0.52076 -8.79294 -0.1 -0.6 0.2 -0.76
H -7.80115 1.46978 -0.65273 0.0 0.1 0.0 0.54
H -9.68489 0.41991 -3.62698 -0.5 -0.2 -0.2 -0.50
C -14.98202 -6.48746 -3.58182 -0.6 0.3 -0.3 -0.27
H -10.06391 -7.63713 -2.24336 0.0 0.0 -0.1 0.37
H -15.41433 -0.42071 -12.65337 0.0 -0.4 0.1 0.29
H -14.40021 4.26586 -12.47293 -0.3 0.1 -0.2 0.61
O -8.34236 5.43496 -10.24200 1.2 -0.6 -1.5 -0.47
H -10.18689 -5.04544 -0.58182 -0.4 0.4 -0.8 -0.43
H -8.10703 -5.98994 0.14253 0.7 0.5 0.0 0.47
H -8.16720 7.41865 -7.92624 -0.6 -0.2 -0.6 0.45
H -21.01794 -1.63579 -5.08317 -0.1 0.5 0.0 0.48
C -10.76906 -5.54670 -10.62246 -0.7 -0.4 -2.1 -1.73
H -4.53818 -0.03921 -2.50473 -0.4 -0.2 0.5 0.48
H -11.70106 -5.00744 -3.94359 -0.7 0.5 0.0 -0.82
H -10.34771 6.31021 -6.79316 0.3 0.2 0.0 0.48
H -12.53436 -1.72029 -8.09462 0.7 -0.9 -0.8 0.32
H -13.21482 -4.55209 -9.39971 0.3 0.3 1.2 0.36
H -11.95880 4.75997 -6.55344 -0.4 -0.2 -0.1 0.41
H -6.34522 0.32797 -5.68966 0.3 -0.2 0.0 0.44
H -10.29222 -4.27818 -4.59639 0.7 -0.3 0.2 0.46
H -13.38106 -3.05564 -3.85357 0.1 -0.1 -0.2 -0.05
C -7.90084 6.41858 -7.58417 0.5 0.8 -0.3 -1.97
H -21.22414 -2.69353 -6.43053 0.1 -0.2 -0.1 0.45
C -12.10664 0.81345 -5.53477 0.0 -0.3 -0.7 -0.89
C -16.81675 1.14932 -12.14942 -0.9 -0.2 -1.6 1.64
H -16.27499 -3.91592 -1.60692 -0.1 -0.4 0.3 0.51
C -11.04498 3.78112 -2.88026 -1.6 -0.7 0.8 -1.06
H -20.66057 3.15499 -7.61958 -0.6 0.2 -0.1 0.50
O -7.24372 -2.09620 -2.79395 -0.4 1.1 -0.5 -0.41
N -14.02479 -5.33176 -1.70728 0.6 -0.1 0.7 -0.44
C -9.87009 -6.05006 -0.86193 -0.6 -0.2 -0.4 1.59
H -8.68138 3.10837 -7.76177 0.4 -0.3 0.2 0.22
C -20.60831 -1.87164 -6.06535 -0.5 -1.7 1.2 -2.06
H -11.82176 6.24528 -10.81894 0.9 0.8 0.2 0.42
H -23.27757 1.68554 -5.85309 -0.1 0.2 0.2 0.48
C -12.80768 4.72033 0.54400 -0.2 1.5 -0.7 -1.41
C -19.51980 -1.88762 -0.66336 -0.1 0.3 -0.2 -0.78
N -7.22195 -0.68269 -2.53138 0.3 0.8 1.5 0.46
N -15.76576 2.11165 -11.75241 -0.4 -0.1 2.4 -0.09
C -17.89165 1.93356 -12.89436 -1.0 1.1 0.7 -1.25
N -20.01648 -1.97788 1.78974 0.0 -1.2 -0.4 -0.78
H -15.12446 -3.67138 -5.40629 0.4 -0.2 0.5 0.35
H -18.94702 0.34994 1.99164 -0.1 -0.3 0.3 0.49
H -14.30548 -4.55930 -1.12025 0.5 0.1 0.8 0.28
H -13.60796 3.81146 -4.29071 0.1 0.6 0.1 0.52
H -18.46394 -0.26808 -6.78701 0.0 -0.6 0.0 0.08
H -8.03929 -0.72534 0.08900 -0.3 0.0 0.5 0.65
H -13.79110 -3.48103 1.27002 1.0 0.0 -0.3 0.23
H -20.71644 -0.52978 0.51951 -0.1 0.2 -0.6 0.23
H -11.00415 3.41046 -7.11901 -0.1 -0.2 -0.4 -0.68
H -17.63127 -2.28396 -2.61642 0.0 -0.3 -0.1 -0.38
C -20.58542 -0.75571 -7.02344 2.1 1.5 -2.1 1.83
H -10.64174 2.02615 0.91191 -0.4 -0.3 -0.4 0.16
H -17.97241 -0.38387 -11.13352 -0.1 0.2 -0.1 0.79
H -9.84465 -0.53338 -0.25339 0.3 0.4 0.3 0.00
C -6.47268 1.61207 -3.16111 0.1 1.2 -0.9 -1.99
H -14.63571 -2.44210 -11.29340 0.0 -0.4 0.0 0.48
O -10.94106 -6.50692 -7.49843 -0.6 -1.5 0.0 -0.63
H -8.18147 4.48979 -10.29061 1.2 -0.4 -0.8 0.42
H -10.72868 3.60495 1.53615 0.1 0.2 0.0 0.43
H -13.61362 -1.09508 0.88556 0.4 0.7 -0.3 0.38
H -16.95693 -4.51155 -3.13416 0.0 0.0 0.0 0.64
C -15.31444 -1.06457 -5.15377 1.3 0.7 -0.8 -0.16
C -8.87592 -0.90645 -0.58580 1.2 0.1 -0.9 -1.48
H -11.23513 -6.38782 -10.10925 0.1 0.3 0.4 0.39
C -17.46132 0.54373 -10.87575 0.7 -0.1 0.7 -1.02
H -13.25628 2.76789 2.32164 0.3 0.0 -0.1 0.40
H -18.72661 3.16010 -11.21208 0.0 -0.5 0.0 0.02
C -13.27787 2.39899 1.29619 0.5 0.2 -1.8 -1.69
C -16.27116 0.04856 -13.13682 0.9 0.3 1.4 -1.50
N -21.84031 -0.04349 -7.05690 0.5 2.1 1.1 0.43
H -6.53753 -2.42797 -2.23464 0.0 -0.1 0.2 0.33
C -9.76417 -0.30369 -2.81568 0.8 -0.5 0.4 0.45
H -7.15324 3.84191 -8.38969 -0.3 -0.1 -0.6 0.48
H -11.85446 -7.13566 -5.78233 0.1 -0.3 -0.1 0.37
H -11.22929 5.66600 -0.43399 0.3 -0.1 -1.0 0.36
C -11.15755 -4.17884 -10.11291 0.0 0.5 1.1 0.73
H -18.52808 2.19530 -6.71923 0.0 0.1 -0.2 0.60
H -20.80007 -2.55483 1.51919 -0.1 -0.6 0.2 0.26
C -19.31177 1.60669 -7.19618 -1.8 -1.6 0.5 1.43
H -11.19335 0.34342 -5.89959 0.4 0.0 0.6 0.70
H -19.08462 3.74559 -12.78774 0.1 -0.1 -0.2 0.47
H -14.68191 5.40841 -11.16617 -1.4 0.2 -0.2 0.51
H -19.35750 0.33317 -5.45373 -0.6 -0.1 0.1 0.33
H -16.73582 0.32617 -10.09190 0.3 -0.4 -0.2 -0.08
H -21.15054 1.40314 -9.50410 0.0 -0.6 -0.3 0.07
H -14.39973 -7.35599 -3.27412 0.4 -0.1 -0.3 0.64
H -7.89547 -5.26640 -1.50897 -0.2 0.0 0.1 0.21
C -8.34669 1.33606 -1.58686 -0.6 -0.2 -0.6 0.25
H -12.06862 -2.00763 -4.44049 0.2 -0.4 -0.4 0.71
C -8.80438 5.25756 -7.96384 -0.9 0.0 1.1 2.02
H -16.05792 -1.37877 -5.88631 -0.2 0.2 -0.1 0.23
H -11.74174 0.91967 -8.13059 0.1 0.0 -0.3 0.41
H -17.12660 -7.74525 -5.66056 0.0 -0.3 0.1 0.29
H -17.46811 3.81632 -9.44095 0.2 0.7 -0.4 0.27
H -14.59281 -1.87029 -1.82278 -0.3 0.3 -0.5 -1.25
C -20.69790 2.22669 -7.04952 -0.4 0.3 0.2 -1.86
H -11.22899 2.81565 -10.58295 0.2 0.0 -0.2 0.24
H -9.56666 4.93195 -5.98870 0.0 0.2 0.2 0.47
C -16.03888 -4.39113 -2.55903 -0.4 0.1 -0.6 -1.56
H -10.35206 4.18873 -2.14418 -0.1 0.0 0.0 0.36
C -11.20831 4.46776 -7.28793 0.1 0.6 -0.7 0.64
H -13.52874 2.32012 -3.46367 0.3 -0.2 -0.1 -0.77
H -10.25688 3.37264 -0.14901 -0.1 0.1 0.0 0.35
O -18.95371 -1.04700 -1.65782 -0.1 0.3 -0.2 -0.41
C -14.34922 -2.16545 -10.27876 0.9 -0.9 0.6 -0.43
H -24.08878 1.66764 -7.40753 -0.1 0.1 0.0 0.41
H -13.34974 -4.93200 -2.34336 0.2 0.0 -0.4 -0.38
H -15.70920 3.76501 -8.98991 0.0 0.6 -0.4 0.52
C -12.02018 -6.42862 -6.59519 1.0 0.5 1.0 0.15
C -19.40670 0.21833 -6.53655 0.4 -0.2 -0.8 -1.14
H -16.36374 0.26532 -1.97935 -1.0 0.4 0.2 0.05
C -15.81057 0.80274 -1.20910 -1.1 0.2 -0.6 -0.79
H -10.63705 -0.16487 -2.17779 0.0 0.8 -0.2 -0.70
H -22.90768 0.93327 -9.36942 0.3 -0.2 -0.3 0.39
H -12.01577 -1.54654 -1.24907 0.3 0.1 0.2 -0.68
C -11.65677 4.85438 -8.74250 0.5 -0.9 1.5 -0.07
H -19.61481 -2.25928 -5.83998 0.1 0.0 -0.4 0.28
H -19.31033 -2.45385 -3.18797 -0.1 0.2 -0.3 0.55
C -10.52385 4.74089 -9.78399 -1.8 -0.1 -0.6 1.35
C -12.45361 3.26024 0.28842 0.9 -0.2 0.3 1.16
H -8.00443 -7.03032 -1.21002 0.0 0.0 -0.3 0.36
H -5.66986 1.92117 -2.49176 0.0 -0.5 0.3 0.45
H -23.34204 -1.10403 -6.68186 -0.2 0.0 0.1 0.34
H -13.52074 -3.85663 -6.25824 -0.2 -0.1 0.1 -0.13
H -10.80764 2.72588 -3.01528 0.1 0.0 -0.1 -0.28
C -14.39644 -3.23051 -6.08726 -0.1 1.2 -0.2 -1.76
C -4.96325 -0.33058 -3.46522 -0.4 0.0 1.1 -1.84
C -6.45634 0.13579 -3.53232 0.5 -1.7 0.2 1.97
H -10.71982 -4.00274 -2.86743 0.2 0.2 0.1 0.01
H -15.80230 -1.41798 -0.62677 0.0 -0.1 0.3 0.02
H -15.81401 -6.71100 -6.06957 0.5 -0.1 -0.2 0.20
H -18.27825 -0.94420 -3.53332 -0.4 -0.3 -0.4 -0.27
O -14.69668 1.49567 -11.11386 -1.1 1.5 -1.1 0.18
H -15.48696 -8.37654 -5.41063 0.2 0.1 0.3 0.32
H -20.36871 -1.49260 2.60247 0.2 0.5 0.0 0.27
H -11.99387 1.89755 -5.54518 0.1 0.0 0.2 0.16
C -14.77300 -1.25092 -0.94414 1.0 0.0 0.0 0.31
H -18.81250 1.35046 -12.90589 0.3 -0.4 -0.5 0.53
C -12.56293 3.81926 -2.30162 0.8 -0.1 0.0 1.20
H -12.40967 0.46438 -4.54765 0.4 0.1 0.1 -0.96
H -13.03716 -6.60121 -6.94741 0.0 0.1 -0.6 0.29
C -7.79176 2.17927 -2.72077 0.0 -1.0 0.0 0.04
C -22.10431 1.57326 -9.00460 0.2 -0.3 -0.7 -1.51
O -22.88864 -0.84511 -7.48747 -0.3 -0.2 -0.7 -0.50
C -9.99207 5.28856 -6.92676 0.6 0.0 -0.8 -2.04
H -11.75052 -2.31209 0.35355 0.4 -0.1 -0.3 0.80
H -9.44731 3.09725 -10.71561 -0.2 -0.3 -0.5 0.44
H -4.23037 0.15215 -4.11172 -0.6 -0.2 -0.9 0.37
H -6.90195 6.26657 -7.99308 0.2 -0.1 0.4 0.38
C -23.21350 2.04626 -6.87967 0.1 -1.2 0.4 -1.97
C -12.63853 -3.91778 -10.07324 -1.5 -1.6 -1.1 -1.22
H -12.10587 5.84743 -8.72611 0.3 0.2 0.0 0.70
O -12.25089 -1.77330 -7.17896 2.4 -0.5 -1.1 0.16
C -10.68103 -4.72610 -3.68189 -1.5 -0.8 0.5 0.64
H -14.64586 3.42262 -2.86410 0.1 0.7 0.1 0.33
H -8.45353 2.12619 -3.58527 -0.3 -0.1 0.0 -0.33
H -7.42203 3.97892 -6.77515 -0.7 0.1 0.4 0.49
H -12.43918 -3.23013 -1.00322 -0.3 0.0 0.1 -0.44
N -14.31391 -2.97643 0.56848 -2.0 -1.7 1.2 -0.61
H -4.95357 -1.42020 -3.49225 0.4 0.1 -0.5 0.36
H -15.62106 -1.46582 -4.18781 0.0 -0.1 0.0 -0.80
H -15.74859 1.85367 -1.49158 0.6 -0.1 -0.1 0.11
H -12.71347 5.93639 -2.76646 0.4 0.0 0.1 0.48
C -16.11139 -7.48448 -5.36148 -1.4 0.8 0.5 -0.68
H -11.22949 -7.09540 0.33239 -0.3 -0.1 -0.5 0.26
H -7.31627 -1.10214 -5.26207 0.8 -0.4 0.6 0.30
H -13.13930 2.00926 -8.01208 0.3 0.2 0.3 0.27
H -16.59812 2.40009 -9.38568 0.2 -0.2 -0.1 0.02
H -11.92585 -5.45928 -6.10573 -0.6 0.3 0.1 -0.50
C -11.11929 5.44864 -11.06385 -0.1 -1.1 0.3 -1.71
H -6.27818 2.15764 -4.08449 0.6 -0.1 -0.3 0.46
H -22.35792 2.58335 -9.32631 -0.2 0.2 0.5 0.47
H -14.50628 -1.08951 -10.20276 0.7 0.1 0.2 -0.16
H -10.14248 2.62411 -9.21405 -0.2 0.1 0.2 0.25
H -12.44629 4.15708 -9.02273 -0.1 0.0 -0.3 -0.87
C -18.29805 3.26110 -12.20920 0.1 -0.3 -0.7 -0.30
N -12.75717 2.87385 -1.11249 -1.4 2.2 0.3 0.23
C -8.48032 -0.18402 -1.92265 -1.3 -0.1 -0.3 1.17
H -19.84495 -0.49935 -9.12872 -0.1 0.2 0.0 0.12
C -20.16443 -1.32119 -8.48792 -0.1 0.4 0.7 -1.50
C -18.70674 -0.08165 1.01999 -0.3 -0.4 0.4 -1.36
H -14.72233 0.77788 -4.12859 -0.1 -0.1 0.2 -1.45
O -12.97920 -2.54544 -9.98880 -0.1 1.2 -0.1 -0.37
H -11.08963 -5.61014 -11.66232 -0.4 -0.1 -0.2 0.46
H -10.86822 4.30190 -3.82136 -0.4 0.1 -0.1 0.20
H -12.58511 6.71432 -0.47042 -0.2 0.0 0.8 0.46
H -18.12590 1.23604 -10.35890 -0.3 0.0 -0.5 -0.36
N -9.33651 5.43796 -9.34229 -2.0 1.2 3.0 0.25
H -13.26436 -1.39126 -3.44087 -0.5 0.5 -0.2 -1.02
H -20.94403 -1.85105 -9.03524 -0.4 0.2 0.4 0.39
C -15.22298 0.50064 -5.05626 0.4 -0.4 0.3 0.59
C -21.95515 1.39386 -7.50459 0.6 0.7 -0.2 1.67
H -16.23058 0.91441 -5.01562 -0.1 0.0 0.2 0.81
C -12.81560 0.97024 -7.95073 0.7 -0.1 0.1 -1.28
C -18.55139 -1.74827 -2.84996 0.4 0.8 1.6 0.40
C -17.09178 4.15417 -12.09428 -1.4 0.3 0.5 -1.31
H -10.83735 -5.66303 -7.94418 0.0 0.7 -0.2 0.43
C -13.73858 -1.78702 0.05267 0.1 0.0 0.2 0.53
N -10.23763 -6.91999 0.25787 -0.2 -0.4 0.4 -0.84
H -15.18066 0.92064 -7.05716 0.0 -0.1 -0.7 0.07
C -7.99288 3.95136 -7.70331 -0.2 0.4 -0.7 -1.91
C -16.47674 3.43913 -9.69191 0.2 -1.6 -0.2 -1.26
H -7.94393 0.41346 -5.08002 -0.2 0.5 0.2 0.15
C -8.36953 -6.04691 -0.91386 0.4 -0.4 0.6 -1.60
H -13.85861 4.96675 0.69532 -0.5 -0.8 -0.3 0.31
H -14.01624 5.30419 -1.82047 -0.1 0.1 0.2 0.47
C -16.06766 3.51382 -11.22109 2.6 1.1 0.6 1.96
H -15.39311 -3.64988 -3.02981 0.0 0.0 -0.5 0.33
N -13.26914 -1.09244 -6.66218 -5.1 2.3 2.5 0.47
O -14.59352 0.14561 -1.20277 1.1 -0.9 0.3 -0.33
C -12.31001 5.66489 -0.57590 -0.2 0.2 0.1 -0.85
H -10.82372 -3.22500 -8.34041 -0.2 0.2 0.3 -0.03
C -15.25088 -5.67521 -2.38063 -0.3 0.3 1.1 0.11
H -10.81291 -3.33501 -10.71064 0.5 -0.2 -0.6 0.25
C -6.99941 -0.11131 -4.93655 -0.9 0.9 -0.9 -1.58
H -11.83914 4.77740 -11.53220 0.2 -0.6 -0.2 0.33
H -19.12984 1.43898 -8.25773 0.4 0.3 -0.2 -1.40
H -12.39184 5.01594 1.50722 0.4 -0.1 0.0 0.55
H -10.06655 -6.40526 1.10986 0.4 0.0 0.2 0.28
H -9.91043 -1.32871 -3.15634 0.4 -0.1 -0.5 0.39
O -16.24551 -6.87510 -4.06128 0.3 -1.1 -1.3 -0.42
O -10.09586 -5.95228 -3.32758 1.6 0.0 -0.8 -0.49
H -18.85861 -2.74812 -0.56108 0.1 -0.2 0.6 0.34
H -18.62006 0.82001 0.41369 0.1 -0.5 -0.6 0.29
H -17.54846 2.18213 -13.89861 -0.2 -0.2 -0.1 0.38
H -13.28795 1.06289 -1.29922 -0.5 -0.3 0.0 0.18
O -12.45862 1.54193 -1.36486 1.8 0.4 -0.5 2.17
H -7.74552 3.24255 -2.48546 0.2 0.0 0.3 0.66
H -14.98302 -3.14383 -7.00187 0.3 0.2 -0.4 0.26
H -23.25344 3.13552 -6.88419 0.4 -0.1 -0.2 0.34
H -9.71279 -5.76836 -10.77503 0.2 0.5 0.8 0.41
H -15.11706 -2.74187 1.13418 -0.7 0.1 -0.2 0.21
H -16.28497 0.77032 -0.22828 -0.2 -0.2 0.0 0.21
H -14.96820 -2.62670 -9.50920 -0.4 -0.1 -0.3 0.23
H -16.69908 4.47724 -13.05839 0.0 0.0 0.1 0.34
H -17.77490 -0.63590 1.13208 0.3 0.3 -0.1 0.22
C -14.73002 4.35389 -11.43777 0.8 -0.8 0.2 -2.40
C -19.80044 -1.10650 0.64776 0.4 1.7 -0.1 0.58
H -12.79605 1.43038 1.16303 -0.7 -0.4 0.6 0.12
C -14.48460 1.11931 -6.24221 -0.8 -2.3 -0.1 -1.13
H -15.78824 -6.37186 -1.73718 -0.3 0.2 0.3 0.36
H -14.48675 -5.87443 -4.33482 0.5 -0.1 -0.3 -0.22
```
Positions in Å, forces in eV/Å.

The highest 2S+1 belongs to which entry? C4H7NO

What is the formula in the second record? C75H173N11O12